# 1
The following is a DFT calculation (ωB97M-V with the def2-TZVPD basis set) of C3H6NS2 as an isolated structure at a distorted geometry.

Last column: Löwdin spin population.
Positions of all 12 atoms, in Å:
S1 1.734179 1.412847 0.240972  0.19
S2 2.799734 -1.060828 -0.533114  1.07
N1 -0.936854 -0.098652 -0.018810  0.03
C1 -1.301842 0.822546 -0.735807  0.02
C2 1.482117 -0.280076 -0.079955  0.53
C3 0.249448 -0.842823 0.361553  0.09
H1 -2.479748 1.030580 -0.880240  0.00
H2 0.574926 1.148820 1.283260  0.04
H3 -0.842166 1.444233 -1.403743  0.01
H4 0.092967 -1.940471 0.006946  0.01
H5 -1.762169 -0.620101 0.293905  0.00
H6 0.389404 -1.016071 1.465031  0.02

Forces on the atoms, in the same order (eV/Å):
S -2.881 -0.390 2.582
S 2.807 -1.921 -0.927
N -1.425 -4.001 2.587
C -5.358 2.456 -2.379
C -0.741 2.100 -0.846
C 0.498 -3.108 0.178
H 2.638 -0.832 0.855
H 2.768 1.627 -1.464
H 2.521 1.363 -1.004
H 0.103 1.859 0.194
H 0.291 0.148 0.616
H -1.220 0.700 -0.393

For the molecular weight, the calculation gives 120.22 g/mol. The energy relative to the best compared isomer or geometry (same formula, charge and spin) comes out at 134.25 kJ/mol. The spin multiplicity is 3. The total energy comes out at -968.582305 Ha. As for the net charge: +1. The gap between HOMO and LUMO (alpha / beta) is 5.7 / 7.0 eV. As for the HOMO energy (alpha / beta): -10.840 / -13.456 eV.

---

# 2
The following is a DFT calculation (ωB97M-V with the def2-TZVPD basis set) of C32H49BrN6O2Si3V as an isolated structure at a distorted geometry.

Last column: Löwdin spin population.
Positions of all 94 atoms, in Å:
Br1 0.623037 5.132775 -6.807354  0.00
V1 -0.317207 -0.062463 0.595236  1.08
Si1 -2.317185 0.152848 2.550091  0.00
Si2 0.212384 -1.715440 3.445166  0.00
Si3 0.298755 1.407763 3.616504  0.00
O1 1.222452 0.522633 0.379435  -0.05
O2 -2.177325 0.152771 0.739789  0.00
N1 -2.251393 -2.619383 -0.130366  0.00
N2 -0.053871 -1.864148 -0.264548  0.00
N3 -0.654968 -4.063805 -0.928279  0.00
N4 3.701982 5.368362 -0.681249  0.00
N5 -0.266465 2.490660 -0.228228  0.02
N6 3.494716 6.215620 -1.564501  0.00
C1 -3.375070 -3.551579 -0.278100  0.00
C2 -3.013149 -4.595358 -1.307740  0.00
C3 -1.656191 -5.146519 -0.936513  0.00
C4 2.877407 5.872420 -2.828719  0.00
C5 2.146980 1.296578 3.683391  0.00
C6 1.406991 -3.150768 -1.814048  0.00
C7 2.334661 4.429601 -4.669108  0.00
C8 1.462490 6.681916 -4.594886  0.00
C9 -0.392594 1.471438 5.354666  0.00
C10 0.686795 -4.408221 -1.413844  0.00
C11 1.078643 2.747496 -0.234429  0.00
C12 1.638616 4.011177 -0.459360  0.00
C13 -0.656917 -3.285036 2.929354  0.00
C14 -0.099524 3.074388 2.849303  0.00
C15 0.128619 -1.741811 5.303204  0.00
C16 -3.177137 1.732457 2.917157  0.00
C17 -3.478486 -1.220114 2.908596  0.00
C18 -3.216330 0.559787 -0.203095  0.00
C19 2.991455 4.641220 -3.469385  0.00
C20 -0.604194 4.853280 -0.518380  0.00
C21 0.740573 5.096582 -0.538541  0.00
C22 -0.965284 -2.864267 -0.447259  0.00
C23 3.265463 1.751749 -0.039693  -0.01
C24 1.991969 -1.853475 2.889861  0.00
C25 1.919427 1.663020 0.029788  0.00
C26 3.065554 4.108459 -0.560421  -0.01
C27 1.353845 -2.175310 -0.664092  0.00
C28 1.550408 5.442776 -5.206301  0.00
C29 3.843586 3.000266 -0.336990  0.00
C30 2.160918 6.902576 -3.416574  0.00
C31 -0.507840 -0.091086 2.707566  -0.03
C32 -1.058826 3.529213 -0.401626  0.00
H1 -2.967752 -4.147822 -2.302711  0.00
H2 -3.750744 -1.180149 3.969470  0.00
H3 -0.827916 -3.394349 1.863264  0.00
H4 -4.250440 -2.979991 -0.583778  0.00
H5 -4.147125 0.079038 0.086599  0.00
H6 0.940808 -2.718262 -2.702387  0.00
H7 4.919234 3.097783 -0.400491  0.00
H8 -0.972140 3.097959 2.204126  0.00
H9 -3.070471 -2.210116 2.713904  0.00
H10 2.596321 1.016422 2.728752  0.00
H11 -2.123827 3.331810 -0.438947  0.00
H12 -2.925069 0.242593 -1.198823  0.00
H13 -3.758634 -5.387769 -1.326211  0.00
H14 -1.429332 1.128595 5.424298  0.00
H15 1.035058 -1.331583 5.754518  0.00
H16 -3.595511 -4.023421 0.682415  0.00
H17 -4.406488 -1.100817 2.340460  0.00
H18 0.193634 0.874675 6.053160  0.00
H19 -2.909481 2.108343 3.908076  0.00
H20 -0.364349 2.504555 5.710245  0.00
H21 0.871302 7.468297 -5.042939  0.00
H22 1.109426 6.113104 -0.588054  0.00
H23 -3.329012 1.636427 -0.162518  0.00
H24 -2.406239 -1.833189 0.477116  0.00
H25 2.137133 7.868751 -2.927031  0.00
H26 1.234525 -4.940809 -0.633195  0.00
H27 -0.723721 -1.198332 5.711337  0.00
H28 2.446915 -3.372735 -2.050106  0.00
H29 3.629180 3.868932 -3.068018  0.00
H30 -1.606477 -3.416817 3.450574  0.00
H31 2.502764 0.599172 4.444219  0.00
H32 -0.012303 -4.112602 3.242846  0.00
H33 0.042288 -2.781872 5.630185  0.00
H34 -4.256411 1.563870 2.906157  0.00
H35 2.257138 -2.901207 2.720538  0.00
H36 0.750073 3.450174 2.271628  0.00
H37 -1.687488 -5.614904 0.050609  0.00
H38 1.836796 -1.250857 -0.955311  0.00
H39 2.666088 -1.474481 3.658501  0.00
H40 3.886778 0.884352 0.146581  0.00
H41 -1.318350 -5.896073 -1.646903  0.00
H42 -0.275966 3.781882 3.663494  0.00
H43 2.521554 2.290045 3.949457  0.00
H44 2.200879 -1.294971 1.976886  0.00
H45 -1.319038 5.661358 -0.586740  0.00
H46 1.892290 -2.579716 0.194553  0.00
H47 -2.946332 2.523555 2.204047  0.00
H48 2.437968 3.491498 -5.196582  0.00
H49 0.563093 -5.085089 -2.256847  0.00

Forces on the atoms, in the same order (eV/Å):
Br -0.082 -0.030 -0.145
V -0.063 -0.752 0.696
Si 0.102 -0.033 -0.246
Si 0.061 0.128 -0.101
Si -0.168 0.141 0.087
O 2.099 0.912 -0.343
O -1.179 0.296 -0.342
N -0.124 0.019 0.152
N -0.410 0.129 0.076
N 0.079 -0.206 -0.108
N -0.619 0.732 0.230
N 0.186 0.075 0.175
N 0.526 -0.825 -0.551
C 0.083 0.031 -0.004
C -0.014 0.042 -0.060
C 0.086 0.034 0.050
C -0.200 0.074 0.695
C 0.279 -0.112 0.042
C -0.010 0.038 -0.080
C 0.066 0.040 0.069
C 0.081 0.111 0.110
C -0.065 -0.058 0.144
C -0.076 -0.008 0.035
C -0.604 0.079 -0.090
C 0.110 0.239 -0.135
C -0.194 -0.146 -0.028
C 0.017 0.074 -0.187
C 0.024 0.068 0.229
C -0.069 0.358 0.144
C -0.162 -0.366 0.085
C 0.212 -0.116 0.260
C 0.085 -0.027 0.007
C -0.010 -0.037 -0.014
C 0.027 0.091 -0.016
C 0.107 0.189 0.061
C 0.613 -0.054 0.106
C 0.188 -0.072 -0.055
C -0.741 -0.567 0.089
C 0.085 -0.096 -0.291
C -0.180 0.016 0.057
C 0.034 -0.037 0.043
C 0.055 -0.135 -0.076
C -0.227 0.124 -0.065
C 0.137 -0.103 -0.694
C -0.050 -0.154 -0.057
H -0.031 -0.031 -0.008
H -0.016 -0.038 -0.063
H -0.018 -0.067 -0.067
H -0.004 0.026 0.002
H -0.048 -0.027 0.000
H 0.029 0.009 -0.002
H -0.008 -0.023 0.057
H 0.006 0.051 0.048
H -0.053 -0.004 -0.003
H 0.005 0.047 0.046
H 0.007 0.032 0.048
H 0.039 -0.022 -0.053
H -0.002 -0.004 0.021
H 0.045 0.042 0.054
H -0.074 0.020 0.025
H 0.011 0.001 0.025
H -0.006 0.028 0.074
H -0.034 0.010 -0.017
H -0.065 0.017 -0.046
H -0.013 -0.032 -0.018
H 0.028 0.007 0.004
H 0.031 -0.038 -0.091
H -0.023 0.049 0.033
H 0.000 -0.027 -0.121
H -0.002 -0.017 -0.035
H -0.025 -0.037 0.039
H -0.018 -0.083 0.015
H -0.004 -0.005 -0.031
H 0.011 -0.074 0.046
H 0.033 -0.050 0.005
H -0.002 0.044 -0.039
H -0.012 0.050 0.001
H 0.050 0.042 -0.008
H 0.011 0.024 0.024
H -0.012 0.043 0.000
H -0.062 -0.014 0.051
H 0.031 -0.024 0.013
H -0.002 0.061 0.035
H 0.010 -0.026 -0.037
H 0.009 0.048 0.031
H 0.019 0.018 -0.037
H 0.037 -0.017 -0.031
H 0.009 -0.047 0.005
H 0.045 -0.025 0.009
H -0.003 -0.038 -0.010
H -0.008 -0.014 0.040
H -0.020 0.012 0.018
H 0.006 0.002 0.019
H 0.001 -0.007 -0.023

For the molecular weight, the calculation gives 764.89 g/mol. The energy relative to the best compared isomer or geometry (same formula, charge and spin) comes out at 138.05 kJ/mol. The spin multiplicity is 2. The total energy comes out at -6113.910609 Ha. As for the net charge: +2. The gap between HOMO and LUMO (alpha / beta) is 5.7 / 6.4 eV. As for the HOMO energy (alpha / beta): -12.596 / -12.602 eV.